1.
71
Properties=species:S:1:pos:R:3 method="wB97M-V/def2-TZVPD" smiles="COc1cc([C@H](C(=O)NC(C)(C)C)N(Cc2ccc3c(c2)OCO3)C(=O)c2cnccn2)cc(OC)c1OC" homo_ev=-7.77 orbital_gap_ev=7.70 e_above_lowest_kcal_mol=1.65 total_charge=0 spin_multiplicity=1 mol_weight_g_mol=536.59 e_lumo_ev=-0.067
C -4.243 -3.100 0.137
O -3.034 -3.609 -0.367
C -1.905 -2.864 -0.214
C -1.860 -1.637 0.432
C -0.666 -0.939 0.514
C -0.565 0.393 1.223
C -1.918 1.045 1.589
O -2.167 1.331 2.746
N -2.708 1.265 0.536
C -4.006 1.936 0.573
C -4.533 1.962 -0.860
C -4.961 1.154 1.480
C -3.824 3.362 1.102
N 0.253 1.357 0.478
C 1.255 2.059 1.266
C 2.432 1.159 1.552
C 2.599 0.577 2.798
C 3.642 -0.309 3.066
C 4.505 -0.588 2.036
C 4.349 -0.003 0.778
C 3.324 0.868 0.512
O 5.336 -0.449 -0.058
C 6.133 -1.321 0.716
O 5.595 -1.415 2.017
C 0.080 1.492 -0.845
O -0.822 0.932 -1.462
C 1.039 2.323 -1.642
C 1.462 1.821 -2.877
N 2.257 2.510 -3.673
C 2.624 3.718 -3.269
C 2.196 4.232 -2.053
N 1.411 3.537 -1.244
C 0.492 -1.503 0.002
C 0.473 -2.741 -0.627
O 1.606 -3.347 -1.113
C 2.843 -2.713 -0.919
C -0.741 -3.427 -0.768
O -0.918 -4.646 -1.358
C -0.072 -5.037 -2.417
H -4.206 -2.964 1.222
H -4.510 -2.151 -0.340
H -4.998 -3.848 -0.105
H -2.750 -1.219 0.869
H -0.046 0.222 2.173
H -2.340 1.004 -0.375
H -3.846 2.501 -1.508
H -5.502 2.453 -0.895
H -4.644 0.950 -1.244
H -4.542 1.087 2.481
H -5.922 1.657 1.534
H -5.114 0.148 1.095
H -3.425 3.329 2.112
H -4.777 3.884 1.116
H -3.131 3.912 0.469
H 0.781 2.377 2.198
H 1.571 2.947 0.717
H 1.909 0.817 3.593
H 3.766 -0.759 4.037
H 3.215 1.312 -0.464
H 6.146 -2.318 0.249
H 7.162 -0.931 0.769
H 1.150 0.842 -3.214
H 3.268 4.274 -3.935
H 2.478 5.217 -1.708
H 1.421 -0.965 0.103
H 2.896 -1.746 -1.431
H 3.583 -3.384 -1.353
H 3.059 -2.573 0.146
H 0.902 -5.376 -2.056
H -0.588 -5.863 -2.906
H 0.075 -4.225 -3.134

2.
16
Properties=species:S:1:pos:R:3 method="wB97M-V/def2-TZVPD" smiles="C=C=CC.C=C" homo_ev=-9.36 orbital_gap_ev=10.44 e_above_lowest_kcal_mol=56.99 total_charge=0 spin_multiplicity=1 mol_weight_g_mol=82.15 e_lumo_ev=1.079
C 0.096 -2.008 0.627
C -0.364 -0.793 0.772
C -0.754 0.452 0.820
C -1.714 1.090 1.785
H -0.402 -2.728 -0.018
H 1.008 -2.331 1.124
H -0.319 1.100 0.056
H -2.098 0.376 2.517
H -1.225 1.909 2.325
H -2.564 1.525 1.247
C 1.287 0.911 -1.828
C 1.591 -0.381 -1.838
H 0.439 1.302 -2.385
H 1.860 1.628 -1.246
H 2.428 -0.777 -1.270
H 1.009 -1.102 -2.405

3.
64
Properties=species:S:1:pos:R:3 method="wB97M-V/def2-TZVPD" homo_ev=-9.51 orbital_gap_ev=8.69 e_above_lowest_kcal_mol=0.00 total_charge=0 spin_multiplicity=1 mol_weight_g_mol=900.87 e_lumo_ev=-0.819
Y 1.056 -0.186 -0.350
Cl 4.398 -0.238 -1.143
O 4.954 1.059 -1.266
O 4.000 -0.570 0.227
O 3.140 -0.286 -1.831
O 5.277 -1.223 -1.640
N 1.646 1.673 0.626
S 1.546 3.128 0.153
O 2.783 3.907 0.069
O 0.298 3.825 0.391
F 1.368 2.576 -1.328
S 1.993 2.206 2.308
O 0.962 2.930 3.023
O 3.409 2.475 2.580
F 1.875 0.726 2.979
N 0.311 -2.122 -1.104
S -1.012 -2.879 -1.396
O -1.331 -3.929 -0.445
O -1.415 -2.973 -2.834
F -1.947 -1.695 -0.864
S 1.101 -3.561 -1.623
O 1.369 -3.686 -3.070
O 1.009 -4.701 -0.746
F 2.523 -2.950 -1.144
C 1.574 -4.525 3.611
C 2.867 -3.796 3.825
O 2.976 -2.884 2.765
C 1.763 -2.690 2.295
O 1.509 -1.830 1.459
O 1.007 -3.626 2.757
H 1.095 -4.624 4.585
H 1.691 -5.488 3.114
H 3.779 -4.390 3.780
H 2.780 -3.277 4.780
C -3.472 0.019 3.523
C -2.587 1.126 4.109
O -1.477 1.123 3.192
C -1.474 -0.032 2.488
O -0.600 -0.315 1.691
O -2.581 -0.716 2.735
H -4.217 0.380 2.814
H -3.978 -0.539 4.311
H -2.323 0.878 5.137
H -3.124 2.073 4.050
C -3.685 3.232 -0.227
C -2.641 3.911 -1.097
O -1.652 2.932 -1.287
C -1.948 1.848 -0.635
O -1.261 0.821 -0.675
O -3.075 1.972 0.021
H -4.648 3.173 -0.733
H -3.773 3.652 0.775
H -2.312 4.883 -0.730
H -3.151 4.029 -2.053
C -0.284 0.733 -6.105
C -1.404 1.498 -5.365
O -1.259 0.968 -4.110
C -0.077 0.431 -3.867
O 0.421 0.309 -2.733
O 0.538 0.193 -5.072
H 0.180 1.456 -6.776
H -0.673 -0.137 -6.634
H -2.366 1.150 -5.740
H -1.451 2.571 -5.553

4.
19
Properties=species:S:1:pos:R:3 method="wB97M-V/def2-TZVPD" homo_ev=-9.13 orbital_gap_ev=8.47 e_above_lowest_kcal_mol=78.20 total_charge=0 spin_multiplicity=1 mol_weight_g_mol=172.69 e_lumo_ev=-0.655
C 2.391 -1.830 -0.482
C 2.934 -0.915 0.319
C 0.896 -1.597 -0.410
C 0.606 -0.707 0.525
C 1.868 -0.097 0.998
C -1.080 2.126 -0.520
C -2.160 1.042 -0.529
O 1.933 0.797 1.825
Si -1.762 -0.255 0.868
Cl -2.618 -2.098 0.514
H 2.829 -2.566 -1.192
H 3.942 -0.809 0.590
H 0.108 -2.194 -0.994
H -0.827 2.541 0.397
H -0.203 1.697 -0.984
H -1.431 2.784 -1.280
H -2.096 0.617 -1.488
H -3.108 1.476 -0.311
H -2.222 -0.012 2.155

5.
26
Properties=species:S:1:pos:R:3 method="wB97M-V/def2-TZVPD" smiles=CCc1ccccc1.CC homo_ev=-9.09 orbital_gap_ev=10.10 e_above_lowest_kcal_mol=42.59 total_charge=0 spin_multiplicity=1 mol_weight_g_mol=136.24 e_lumo_ev=1.011
C 1.231 -0.712 2.408
C 0.288 -1.088 1.292
C -0.381 0.142 0.652
C 0.365 0.868 -0.247
C -0.126 2.053 -0.726
C -1.390 2.542 -0.356
C -2.196 1.805 0.521
C -1.654 0.591 1.005
H 1.381 0.334 2.466
H 2.196 -1.181 2.506
H 0.700 -0.693 3.401
H 0.792 -1.657 0.450
H -0.446 -1.736 1.684
H 1.449 0.585 -0.618
H 0.490 2.705 -1.287
H -1.624 3.500 -0.796
H -3.174 2.029 0.687
H -2.271 0.095 1.860
C 0.757 -1.886 -2.435
C 1.849 -2.664 -1.717
H 0.073 -2.761 -2.768
H 0.212 -1.279 -1.762
H 1.152 -1.214 -3.318
H 2.278 -2.183 -0.886
H 2.636 -2.671 -2.538
H 1.700 -3.779 -1.468

6.
10
Properties=species:S:1:pos:R:3 method="wB97M-V/def2-TZVPD" homo_ev="-3.98 / -3.98" orbital_gap_ev="7.84 / 7.83" e_above_lowest_kcal_mol=102.80 total_charge=-1 spin_multiplicity=1 mol_weight_g_mol=132.12 e_lumo_ev="3.853 / 3.853"
C -1.574 0.747 0.388
C -1.560 -0.187 -0.601
C 0.530 -0.298 0.248
N -0.532 0.812 1.183
O 2.801 0.631 0.886
O 2.895 -1.568 -0.371
O -0.260 -0.745 -0.655
S 2.426 -0.142 -0.296
H -2.463 1.126 0.651
H -2.262 -0.375 -1.433

7.
18
Properties=species:S:1:pos:R:3 method="wB97M-V/def2-TZVPD" smiles="C=C(C)/C(=N/C)ON" homo_ev=-9.18 orbital_gap_ev=10.05 e_above_lowest_kcal_mol=106.21 total_charge=0 spin_multiplicity=1 mol_weight_g_mol=114.15 e_lumo_ev=0.873
C 1.647 -0.703 1.247
C 1.069 -0.365 0.109
C 1.690 -0.641 -1.245
C -0.541 0.108 0.023
N -1.317 -0.840 -0.250
C -2.758 -0.813 -0.304
O -0.797 1.471 0.462
N 0.347 2.232 0.767
H 2.569 -1.209 1.225
H 1.453 -0.332 2.309
H 1.036 -1.398 -1.768
H 2.656 -1.026 -1.121
H 1.643 0.344 -1.768
H -3.119 -0.771 0.735
H -2.934 -1.743 -0.813
H -3.198 0.097 -0.760
H -0.130 2.918 1.246
H 0.685 2.673 -0.093

8.
12
Properties=species:S:1:pos:R:3 method="wB97M-V/def2-TZVPD" smiles="C1=NOCOCO1" homo_ev=-10.20 orbital_gap_ev=11.06 e_above_lowest_kcal_mol=111.31 total_charge=0 spin_multiplicity=1 mol_weight_g_mol=103.08 e_lumo_ev=0.861
C 1.457 0.356 0.194
N 1.362 -0.883 0.134
O 0.148 -1.369 -0.403
C -1.021 -0.957 0.303
O -1.543 0.216 -0.247
C -0.602 1.272 0.205
O 0.552 1.219 -0.419
H 2.420 0.913 0.512
H -0.874 -0.824 1.385
H -1.634 -1.950 0.154
H -1.054 2.246 -0.005
H -0.655 1.240 1.352

9.
9
Properties=species:S:1:pos:R:3 method="wB97M-V/def2-TZVPD" smiles="CS(=O)(=O)O" homo_ev=-11.09 orbital_gap_ev=11.38 e_above_lowest_kcal_mol=35.59 total_charge=0 spin_multiplicity=1 mol_weight_g_mol=96.11 e_lumo_ev=0.290
C -0.418 -0.260 -0.542
S 1.413 -0.053 -0.193
O 2.004 -1.360 0.011
O 2.109 0.751 -1.122
O 1.562 0.838 1.111
H -0.489 -0.223 -1.676
H -0.836 0.466 0.022
H -0.708 -1.243 -0.229
H 1.048 0.575 1.785

10.
127
Properties=species:S:1:pos:R:3 method="wB97M-V/def2-TZVPD" homo_ev=-11.84 orbital_gap_ev=9.66 total_charge=+1 spin_multiplicity=1 mol_weight_g_mol=1349.26 e_lumo_ev=-2.175
C 0.467 4.374 2.052
C -0.181 3.176 1.306
C -0.082 3.406 -0.226
C 1.274 3.015 -0.832
N 1.747 1.672 -0.446
N 2.854 1.696 0.445
P 4.498 1.714 -0.381
S 4.644 2.996 -1.801
P 2.805 0.366 1.678
N 2.169 -0.942 1.171
O 4.341 0.097 2.058
O 2.063 0.896 2.986
H 1.001 4.087 2.970
H 1.209 4.848 1.382
H -0.320 5.106 2.276
H 0.396 2.262 1.528
H -1.203 2.965 1.628
H -0.929 2.917 -0.727
H -0.190 4.492 -0.389
H 1.145 2.995 -1.926
H 2.022 3.807 -0.662
H 1.951 1.107 -1.269
H 2.796 2.583 0.972
H 4.823 0.402 -0.780
H 5.389 2.069 0.644
H 1.830 -0.832 0.213
H 4.296 -0.708 2.611
H 2.786 1.192 3.570
C 1.173 -3.790 -2.407
C -0.325 -3.926 -2.563
O -0.813 -2.568 -2.471
S 0.266 -1.574 -3.084
O -0.093 -1.262 -4.420
O 0.527 -0.553 -2.122
O 1.507 -2.578 -3.116
H 1.454 -3.659 -1.359
H 1.710 -4.635 -2.821
H -0.770 -4.546 -1.797
H -0.592 -4.316 -3.543
C -3.570 5.432 -1.604
C -4.843 5.924 -0.953
O -4.647 5.677 0.447
S -3.102 5.837 0.808
O -2.884 7.140 1.334
O -2.675 4.671 1.495
O -2.527 5.803 -0.689
H -3.566 4.344 -1.702
H -3.400 5.883 -2.578
H -5.726 5.403 -1.313
H -4.974 6.999 -1.093
C 1.400 -7.085 -6.913
C 1.047 -5.652 -6.573
O 0.100 -5.760 -5.505
S 0.449 -7.061 -4.621
O 1.201 -6.648 -3.489
O -0.724 -7.842 -4.497
O 1.447 -7.768 -5.654
H 0.624 -7.550 -7.525
H 2.358 -7.166 -7.420
H 0.615 -5.115 -7.413
H 1.918 -5.105 -6.203
C -1.224 10.177 0.779
C -2.726 10.045 0.657
O -3.220 11.380 0.816
S -2.153 12.420 0.215
O -2.545 12.765 -1.103
O -1.874 13.396 1.202
O -0.908 11.405 0.116
H -0.917 10.262 1.824
H -0.697 9.347 0.314
H -3.147 9.389 1.409
H -3.014 9.692 -0.336
C -4.835 -7.898 -3.531
C -5.222 -6.758 -2.614
O -4.227 -6.773 -1.585
S -2.830 -7.271 -2.202
O -2.055 -6.110 -2.492
O -2.337 -8.332 -1.408
O -3.404 -7.865 -3.573
H -5.143 -8.862 -3.122
H -5.246 -7.782 -4.531
H -6.214 -6.880 -2.188
H -5.164 -5.796 -3.129
C 4.632 5.398 4.183
C 5.785 5.223 3.219
O 6.266 3.892 3.473
S 5.045 2.960 3.905
O 4.596 2.230 2.754
O 5.375 2.300 5.108
O 3.980 4.116 4.204
H 4.982 5.620 5.192
H 3.939 6.172 3.863
H 6.576 5.952 3.374
H 5.448 5.270 2.181
C -7.480 3.886 4.701
C -6.181 4.393 4.110
O -6.160 3.862 2.781
S -7.662 3.765 2.220
O -7.921 4.909 1.422
O -7.877 2.447 1.748
O -8.420 3.948 3.622
H -7.393 2.846 5.020
H -7.821 4.493 5.536
H -5.310 4.061 4.669
H -6.174 5.483 4.041
C 3.372 -3.387 6.159
C 1.873 -3.462 5.962
O 1.442 -2.093 5.964
S 2.584 -1.174 5.334
O 2.280 -0.929 3.964
O 2.858 -0.110 6.229
O 3.781 -2.240 5.399
H 3.629 -3.213 7.206
H 3.883 -4.280 5.807
H 1.375 -4.022 6.749
H 1.620 -3.896 4.992
C 4.071 -11.969 -3.330
C 2.561 -12.051 -3.406
O 2.120 -10.695 -3.273
S 3.201 -9.712 -3.935
O 2.774 -9.385 -5.247
O 3.544 -8.718 -2.987
O 4.409 -10.774 -4.039
H 4.412 -11.863 -2.298
H 4.556 -12.830 -3.784
H 2.135 -12.669 -2.620
H 2.230 -12.422 -4.379

11.
80
Properties=species:S:1:pos:R:3 method="wB97M-V/def2-TZVPD" homo_ev="-6.13 / -6.13" orbital_gap_ev="6.38 / 6.61" e_above_lowest_kcal_mol=0.00 total_charge=0 spin_multiplicity=1 mol_weight_g_mol=773.37 e_lumo_ev="0.247 / 0.482"
Ba 11.690 10.090 11.551
C 13.997 6.964 13.596
C 14.779 7.264 12.336
N 14.020 7.915 11.294
C 14.942 8.443 10.268
C 15.465 9.862 10.585
N 14.369 10.808 10.466
C 15.009 12.186 10.682
C 13.889 13.195 11.092
C 13.372 13.223 12.568
N 13.132 11.982 13.328
C 14.360 11.231 13.704
C 14.352 10.492 15.064
N 14.799 9.085 14.725
C 13.669 8.193 14.422
H 14.618 6.317 14.156
H 13.113 6.415 13.384
H 15.284 6.366 11.934
H 15.643 7.841 12.583
H 13.323 7.303 10.853
H 14.458 8.556 9.287
H 15.882 7.846 10.197
H 16.265 9.951 9.833
H 15.916 9.874 11.583
H 14.128 10.767 9.495
H 15.516 12.622 9.801
H 15.763 12.034 11.440
H 13.018 12.942 10.493
H 14.113 14.237 10.899
H 12.435 13.837 12.520
H 14.109 13.816 13.154
H 12.624 12.306 14.164
H 15.244 11.926 13.611
H 14.533 10.500 12.904
H 13.333 10.467 15.442
H 15.010 11.010 15.774
H 15.311 8.651 15.489
H 12.759 8.762 13.960
H 13.164 7.883 15.373
C 8.540 9.264 8.766
C 9.241 8.920 10.097
S 10.669 7.807 10.030
C 8.652 9.359 11.246
C 7.256 9.923 11.105
S 9.325 9.268 12.920
H 8.575 10.360 8.645
H 7.460 8.972 8.740
H 9.102 8.693 7.933
H 7.209 10.743 10.361
H 6.982 10.407 12.046
H 6.580 9.055 10.818
N 8.986 12.751 13.111
C 9.495 13.267 11.979
N 10.066 12.572 11.059
C 10.413 13.346 9.955
C 10.268 14.701 10.134
S 9.435 14.994 11.636
C 10.916 12.682 8.728
C 11.022 13.212 7.487
S 11.676 11.980 6.417
C 11.584 10.833 7.707
N 11.225 11.351 8.881
N 11.977 9.542 7.686
H 8.818 11.758 13.121
H 8.446 13.374 13.664
H 10.301 15.480 9.398
H 10.888 14.242 7.139
H 12.019 9.125 6.766
H 11.669 8.861 8.440
S 11.011 10.755 16.461
C 9.372 10.422 16.850
N 8.427 10.164 15.993
C 7.194 9.634 16.572
C 7.109 10.144 17.994
S 8.826 10.252 18.514
H 8.698 10.023 15.037
H 7.203 8.585 16.483
H 6.265 9.965 16.074
H 6.558 9.482 18.688
H 6.678 11.112 18.088

12.
14
Properties=species:S:1:pos:R:3 method="wB97M-V/def2-TZVPD" homo_ev=-8.58 orbital_gap_ev=8.53 e_above_lowest_kcal_mol=17.62 total_charge=0 spin_multiplicity=1 mol_weight_g_mol=133.24 e_lumo_ev=-0.044
C -1.820 -0.623 -0.018
C 0.495 -0.081 0.357
C 0.600 1.434 -0.025
C 1.970 -0.364 0.082
H -2.009 -0.824 1.033
H -2.115 0.396 -0.268
H -2.445 -1.318 -0.578
H -0.249 -0.941 -1.306
H 0.373 -0.143 1.455
H 0.147 1.648 -0.978
H 0.244 2.152 0.711
N -0.432 -0.932 -0.301
S 2.419 1.321 -0.131
S 2.821 -1.727 -0.032

Computed electronic energy (Ha) in order:
-1831.853603; -234.511687; -4872.604872; -1096.988106; -390.567996; -794.093524; -381.116181; -397.659304; -664.365427; -8556.954309; -3808.512573; -1007.706170